Record 1
Entry from OMol25: a cluster of 2 separate species, C29H36N3O2 in total (ωB97M-V with the def2-TZVPD basis set).

Net charge   +1
HOMO   -10.13 eV
Energy relative to the best compared isomer or geometry (same formula, charge and spin)   0.0 kcal per mole
LUMO level   -4.747 eV

Positions of all 70 atoms, in Å:
O1 -4.75668 2.13223 -4.46189
O2 2.70675 -6.83283 -0.82831
N1 0.79870 2.21546 1.83838
N2 1.07779 3.51945 3.87181
N3 -0.98315 2.66838 3.24043
C1 2.45090 1.15877 0.32531
C2 0.49999 -3.94983 -1.36214
C3 1.13631 -5.15105 -1.60708
C4 -3.45558 2.36344 -2.49147
C5 2.45570 3.94341 3.73057
C6 3.11375 -1.00443 -0.53826
C7 -1.40857 1.89778 4.40374
C8 -5.35448 1.27591 -5.46810
C9 2.19009 2.07590 1.51084
C10 2.12158 -5.06842 0.64649
C11 -1.92280 2.66323 2.13906
C12 1.97417 -5.70933 -0.61148
C13 0.39780 2.77332 2.94223
C14 0.64004 -3.27816 -0.11600
C15 -2.35569 0.41632 -1.50277
C16 -0.85313 -1.40526 -0.77296
C17 0.33556 4.37588 4.80107
C18 2.94598 -0.54193 -1.84699
C19 -2.65210 1.81112 -1.52041
C20 -3.02046 -0.40799 -2.45929
C21 2.75261 -7.33896 -2.18653
C22 -3.81796 0.12809 -3.45046
C23 -4.02686 1.52932 -3.48779
C24 2.29858 1.62734 -0.98098
C25 2.85710 -0.16140 0.54166
C26 -0.00422 -2.03047 0.13095
C27 2.54589 0.78180 -2.06511
C28 -1.39925 -0.13648 -0.59679
C29 1.47596 -3.87601 0.87340
H1 -2.80980 3.23300 2.45883
H2 0.19404 -1.52623 1.07698
H3 3.47630 -8.15217 -2.12434
H4 2.79441 1.66062 2.33850
H5 -3.66249 3.43033 -2.53501
H6 -2.23764 1.64809 1.85065
H7 2.61345 3.06282 1.24484
H8 2.56718 4.78741 3.03080
H9 -4.27522 -0.51656 -4.20639
H10 -2.89787 -1.49035 -2.43949
H11 -1.10156 -1.93529 -1.69076
H12 2.94562 -0.52269 1.56945
H13 -2.20250 2.44486 -0.75789
H14 -1.76841 0.89974 4.09834
H15 -6.04609 0.54335 -5.01883
H16 -1.04535 0.47056 0.23728
H17 2.76517 -5.53201 1.39078
H18 -0.58844 1.77499 5.12014
H19 1.98177 2.66277 -1.12906
H20 3.42553 -2.03244 -0.35105
H21 2.43682 1.16430 -3.08133
H22 0.66437 5.41446 4.67361
H23 3.13885 -1.21034 -2.68597
H24 1.76931 -7.72093 -2.50639
H25 0.53774 4.06793 5.83395
H26 -0.73690 4.32259 4.60780
H27 3.09914 3.12281 3.41655
H28 1.59535 -3.36467 1.82748
H29 -1.45600 3.16523 1.28444
H30 -4.58690 0.73967 -6.05091
H31 2.78216 4.27687 4.71943
H32 3.09220 -6.56724 -2.89848
H33 -2.24689 2.41455 4.89479
H34 1.02276 -5.64795 -2.57437
H35 -0.10705 -3.53023 -2.16306
H36 -5.89738 1.97753 -6.10242

Atoms 1-2, force components in eV/Å:
0.4 -1.0 0.6
-0.7 1.0 -0.3

natural (NBO) population analysis, charges in e, atoms 1 to 6:
1. O -0.4622
2. O -0.4637
3. N -0.6102
4. N -0.4433
5. N -0.4822
6. C -0.0186

Record 2
Entry from OMol25: a structure of composition C29H36N3O3RuS3 (ωB97M-V with the def2-TZVPD basis set).

Net charge   +1
HOMO (alpha / beta)   -10.25 / -10.25 eV
2S+1   5
Energy relative to the best compared isomer or geometry (same formula, charge and spin)   103.4 kcal per mole
LUMO level (alpha / beta)   -2.322 / -4.291 eV

Positions of all 75 atoms, in Å:
Ru1 -0.46760 0.09933 -0.59726
S1 2.15993 -2.97253 0.72705
S2 0.30010 0.60979 3.65335
S3 -1.29110 2.41711 1.68792
O1 1.58575 -1.59172 0.75330
O2 -0.24222 -1.58503 -0.88886
O3 0.16733 -0.07869 2.33737
N1 -2.99064 3.31980 3.63407
N2 -1.88187 1.77254 -1.42230
N3 -1.42777 4.71470 3.12876
C1 0.52168 -0.97563 -3.33206
C2 -0.38324 -0.41231 -5.48784
C3 -0.27159 5.30227 2.47989
C4 -2.18919 1.61468 -2.87456
C5 -1.26464 0.63213 -3.49822
C6 -1.06662 3.01282 -1.32485
C7 2.37935 -1.26816 3.88348
C8 1.54527 1.88370 3.42833
C9 -0.09912 -6.31029 0.41224
C10 -3.17035 4.42633 4.44829
C11 2.70866 -3.34157 2.42813
C12 1.85048 -2.64404 3.48419
C13 0.97005 -5.42747 0.38333
C14 3.44460 3.85368 3.07249
C15 -0.37944 -0.10216 -2.73279
C16 -3.12861 1.50234 -0.66355
C17 -1.26717 0.45880 -4.88328
C18 2.70421 3.81199 4.24734
C19 0.52496 -1.11954 -4.70809
C20 -2.19364 5.29500 4.13154
C21 -0.48308 -3.64685 1.13108
C22 1.35950 -0.46093 4.68892
C23 1.74425 2.82625 4.42599
C24 0.76868 -4.10580 0.75186
C25 2.27600 1.91558 2.25354
C26 -1.54735 -4.53614 1.15536
C27 -1.35583 -5.86384 0.79791
C28 -1.91865 3.49097 2.82048
C29 3.23079 2.90768 2.07859
H1 -3.85713 2.32030 -0.68321
H2 1.21949 -1.54810 -2.73652
H3 0.69543 -1.10233 5.27111
H4 -0.44568 3.00772 -2.22209
H5 0.59406 4.65355 2.60026
H6 -2.53028 -4.19304 1.45124
H7 0.81778 -2.57386 3.14312
H8 -3.54488 0.63647 -1.17916
H9 -0.38323 3.08123 -0.47789
H10 1.15342 2.79479 5.33525
H11 3.26308 -1.41280 4.51105
H12 -0.47045 5.43279 1.41698
H13 -3.96418 4.49291 5.16868
H14 -2.18996 -6.55272 0.81288
H15 0.04569 -7.34280 0.12413
H16 -1.96527 1.03093 -5.48354
H17 2.64593 -4.42741 2.50595
H18 -3.53297 2.47456 3.63606
H19 2.70586 -0.70434 3.00859
H20 4.19250 4.62315 2.93370
H21 2.87302 4.54841 5.02207
H22 3.76148 -3.06195 2.49504
H23 1.95071 -5.76414 0.06660
H24 -3.23383 1.34470 -3.02368
H25 2.09130 1.15876 1.49962
H26 -1.67612 3.92419 -1.34649
H27 -0.07347 6.26946 2.93419
H28 -1.97385 6.27178 4.52235
H29 1.84283 -3.27550 4.37676
H30 -2.95810 1.24410 0.37568
H31 1.22990 -1.79905 -5.16761
H32 -0.60364 -2.60447 1.39651
H33 1.84256 0.22964 5.38102
H34 -2.05698 2.57962 -3.36481
H35 3.81547 2.93923 1.16831
H36 -0.39532 -0.53587 -6.56207

Atoms 1-2, force components in eV/Å:
0.1 -0.2 -2.0
-0.1 -0.1 0.0

Löwdin population analysis, charges in e, atoms 1 to 6:
1. Ru 1.3966
2. S 0.9928
3. S 0.9141
4. S 0.7216
5. O -0.5918
6. O -0.3878

Strongest force on any atom in eV/A, matching the order above: 1.29; 2.02
E_tot in eV, matching the order above: -39214.01045; -76346.05612